# 1
Molecular formula: C47H57FN12O7
Method: DFT, ωB97M-V with the def2-TZVPD basis set

As for the SMILES: CC(=O)OC(=O)CNC(=O)OC(=O)NC(=O)F.c1cc[nH]c1.c1cc[nH]c1.c1cc[nH]c1.c1cc[nH]c1.c1cc[nH]c1.c1cc[nH]c1.c1cc[nH]c1.c1cc[nH]c1.c1cc[nH]c1.c1cc[nH]c1. The value obtained for the LUMO energy is -1.868 eV. The frontier orbital gap comes out at 6.02 eV. As for the HOMO energy: -0.290 hartree. For the total energy, the calculation gives -3108.37516 Ha. As for the energy above the lowest of the compared OMol25 structures with the same formula, charge and spin: 216.6 kcal per mole.

Geometry as ORCA input:
```
! RIJCOSX wB97M-V def2-TZVPD def2/J DEFGRID3
* xyz 0 1
C 3.336 8.057 -1.249
C 2.497 6.917 -2.117
O 3.011 5.675 -2.271
O 1.159 7.170 -2.737
C 0.177 6.636 -1.753
O -0.324 5.385 -1.807
C -0.401 7.580 -0.499
N 0.507 7.592 0.710
C 0.271 6.372 1.612
O -0.991 5.909 1.834
O 1.469 5.798 2.245
C 1.649 4.375 1.926
O 0.888 3.629 1.124
N 2.883 3.681 2.540
C 4.018 3.958 1.533
O 4.195 3.151 0.455
F 4.931 5.153 1.679
H 3.282 7.804 -0.087
H 2.770 9.087 -1.389
H 4.456 8.091 -1.600
H -1.537 7.366 -0.261
H -0.379 8.690 -0.938
H 0.310 8.487 1.252
H 2.702 2.634 2.503
C 2.896 -1.374 -0.336
C 2.000 -1.669 0.719
C 1.508 -0.471 1.187
N 2.079 0.536 0.454
C 2.923 -0.005 -0.481
H 3.459 -2.084 -0.928
H 1.741 -2.650 1.097
H 0.803 -0.250 1.977
H 1.905 1.525 0.582
H 3.470 0.628 -1.166
C -3.634 0.080 0.049
C -3.482 0.254 1.445
C -2.131 0.303 1.708
N -1.463 0.160 0.520
C -2.371 0.029 -0.498
H -4.564 0.002 -0.499
H -4.273 0.335 2.180
H -1.590 0.426 2.637
H -0.457 0.154 0.412
H -2.042 -0.090 -1.522
C 8.008 -0.849 -2.901
C 7.510 -1.828 -3.794
C 6.160 -1.955 -3.553
N 5.827 -1.091 -2.543
C 6.946 -0.408 -2.143
H 9.030 -0.502 -2.821
H 8.075 -2.380 -4.534
H 5.411 -2.586 -4.012
H 4.900 -0.975 -2.154
H 6.892 0.330 -1.354
C 0.202 4.853 6.688
C 0.195 6.265 6.599
C -0.291 6.596 5.354
N -0.573 5.432 4.687
C -0.280 4.364 5.495
H 0.524 4.257 7.532
H 0.510 6.966 7.361
H -0.459 7.557 4.886
H -0.940 5.371 3.746
H -0.438 3.351 5.151
C -0.515 -4.245 -4.015
C 0.406 -3.332 -3.447
C -0.313 -2.461 -2.659
N -1.635 -2.813 -2.736
C -1.768 -3.903 -3.557
H -0.289 -5.063 -4.686
H 1.478 -3.314 -3.595
H 0.003 -1.623 -2.052
H -2.395 -2.342 -2.261
H -2.739 -4.339 -3.745
C -5.562 -6.122 -1.031
C -6.560 -5.128 -0.892
C -6.035 -3.948 -1.370
N -4.752 -4.194 -1.787
C -4.457 -5.518 -1.590
H -5.640 -7.165 -0.755
H -7.556 -5.259 -0.488
H -6.462 -2.957 -1.446
H -4.123 -3.506 -2.181
H -3.489 -5.916 -1.862
C 2.916 -5.207 1.210
C 3.026 -6.191 2.221
C 1.951 -7.040 2.087
N 1.193 -6.600 1.033
C 1.777 -5.486 0.488
H 3.596 -4.384 1.026
H 3.807 -6.272 2.967
H 1.659 -7.916 2.650
H 0.337 -7.030 0.707
H 1.332 -4.987 -0.362
C 7.831 -7.255 -3.031
C 6.935 -7.550 -1.976
C 6.443 -6.352 -1.508
N 7.014 -5.344 -2.241
C 7.858 -5.886 -3.176
H 8.394 -7.965 -3.622
H 6.676 -8.530 -1.598
H 5.738 -6.130 -0.717
H 6.840 -4.356 -2.112
H 8.405 -5.252 -3.861
C -5.297 5.105 0.385
C -5.549 5.649 -0.897
C -4.345 5.711 -1.560
N -3.374 5.228 -0.722
C -3.946 4.851 0.465
H -6.023 4.917 1.166
H -6.507 5.961 -1.293
H -4.096 6.058 -2.554
H -2.389 5.160 -0.945
H -3.344 4.437 1.263
C -8.456 -3.344 3.048
C -9.868 -3.418 2.988
C -10.236 -3.193 1.681
N -9.096 -2.981 0.950
C -8.005 -3.077 1.775
H -7.835 -3.473 3.925
H -10.544 -3.615 3.811
H -11.210 -3.165 1.209
H -9.065 -2.786 -0.042
H -7.005 -2.945 1.386
*
```

# 2
Molecular formula: C47H58F4N4O7Y
Method: DFT, ωB97M-V with the def2-TZVPD basis set

The value obtained for the LUMO energy (spin up / spin down) is -3.387 / -3.387 eV. The frontier orbital gap (spin up / spin down) comes out at 5.56 / 5.49 eV. As for the HOMO energy (spin up / spin down): -0.329 / -0.326 hartree. For the total energy, the calculation gives -3009.30437 Ha. As for the energy above the lowest of the compared OMol25 structures with the same formula, charge and spin: 1.4 kcal per mole.

Geometry as ORCA input:
```
! RIJCOSX wB97M-V def2-TZVPD def2/J DEFGRID3
* xyz 1 1
Y -1.119 -1.759 0.514
C -1.962 5.702 1.573
C -3.304 4.965 1.451
C -4.217 5.789 0.540
C -3.961 4.872 2.836
C -3.068 3.551 0.918
C -2.248 2.699 1.594
C -2.009 1.384 1.120
N -1.239 0.452 1.700
C -0.795 0.359 2.952
C -1.235 1.117 4.075
C -0.721 0.887 5.309
C 0.275 -0.134 5.450
C 0.725 -0.949 4.456
C 0.185 -0.731 3.134
O 0.520 -1.420 2.130
C 1.702 -2.079 4.830
C 1.010 -2.994 5.854
C 2.959 -1.460 5.460
C 2.156 -2.968 3.667
C -1.195 1.618 6.558
C 0.004 2.315 7.219
C -2.250 2.676 6.235
C -1.807 0.602 7.535
C -2.559 0.962 -0.162
O -2.247 -0.179 -0.640
C -3.461 1.852 -0.841
C -3.687 3.079 -0.280
C -4.124 1.415 -2.149
C -5.042 2.503 -2.713
C -4.982 0.163 -1.905
C -3.050 1.119 -3.209
H -2.124 6.712 1.955
H -1.475 5.775 0.599
H -1.280 5.192 2.256
H -4.334 6.789 0.961
H -5.212 5.348 0.456
H -3.796 5.896 -0.462
H -4.144 5.872 3.235
H -3.326 4.337 3.545
H -4.916 4.345 2.776
H -1.720 3.039 2.472
H -2.050 1.808 3.941
H 0.661 -0.300 6.448
H 0.730 -2.457 6.762
H 1.682 -3.806 6.139
H 0.106 -3.432 5.426
H 2.726 -0.872 6.349
H 3.467 -0.808 4.746
H 3.652 -2.250 5.756
H 1.317 -3.483 3.201
H 2.841 -3.720 4.065
H 2.680 -2.400 2.900
H 0.445 3.048 6.541
H 0.783 1.609 7.507
H -0.322 2.835 8.122
H -1.862 3.429 5.545
H -2.545 3.186 7.153
H -3.148 2.230 5.801
H -1.086 -0.160 7.836
H -2.661 0.098 7.078
H -2.149 1.112 8.437
H -4.361 3.751 -0.788
H -5.851 2.748 -2.021
H -5.496 2.139 -3.636
H -4.493 3.417 -2.950
H -5.761 0.374 -1.170
H -4.386 -0.672 -1.546
H -5.468 -0.137 -2.837
H -2.445 2.011 -3.395
H -3.531 0.832 -4.146
H -2.396 0.309 -2.891
F 4.851 0.428 -2.587
C 3.978 -0.440 -3.142
C 2.866 -0.802 -2.439
C 1.983 -1.747 -2.966
C 0.809 -2.145 -2.173
O 0.625 -1.589 -1.070
C -0.005 -3.157 -2.763
C 0.323 -3.647 -3.989
N 1.374 -3.247 -4.737
C 1.618 -3.864 -6.022
C 1.444 -3.043 -7.268
C 0.459 -4.121 -6.928
C 2.247 -2.306 -4.222
C 3.382 -1.898 -4.933
C 4.259 -0.969 -4.408
N 5.415 -0.614 -5.162
C 6.538 -1.539 -5.149
C 7.167 -1.523 -6.552
N 6.809 -0.212 -7.198
C 6.953 0.924 -6.232
C 5.873 0.771 -5.143
C -1.260 -3.764 -2.131
O -1.833 -4.632 -2.764
O -1.584 -3.284 -0.993
H 2.666 -0.387 -1.460
H -0.314 -4.418 -4.402
H 2.415 -4.599 -6.000
H 2.133 -3.206 -8.085
H 1.115 -2.021 -7.136
H 0.474 -5.040 -7.495
H -0.522 -3.812 -6.596
H 3.579 -2.300 -5.917
H 6.193 -2.542 -4.917
H 7.282 -1.262 -4.392
H 6.769 -2.310 -7.188
H 8.252 -1.601 -6.525
H 5.826 -0.263 -7.471
H 7.370 -0.060 -8.035
H 6.856 1.861 -6.774
H 7.959 0.862 -5.823
H 5.023 1.420 -5.348
H 6.308 1.077 -4.190
F -2.843 -3.497 4.676
C -3.445 -3.723 3.493
F -3.524 -5.042 3.317
F -4.679 -3.231 3.560
C -2.613 -3.058 2.374
O -3.077 -2.033 1.812
O -1.492 -3.549 2.123
*
```

Question: Which of these has the lowest energy above the lowest of the compared OMol25 structures with the same formula, charge and spin?
Answer: C47H58F4N4O7Y

Question: Which of these has the highest energy above the lowest of the compared OMol25 structures with the same formula, charge and spin?
Answer: C47H57FN12O7